Entry from the Open Molecules 2025 dataset: a cluster of 7 separate species, C25H50Cl2O14 in total in a non-equilibrium geometry (ωB97M-V with the def2-TZVPD basis set).

Properties
- E_HOMO (eV) = -9.84
- total charge = 0
- 2S+1 = 1
- electronic energy (eV) = -80443.254
- structure (SMILES) = CCOC(=O)OC.CCOC(=O)OC.CCOC(C)=O.CCOC(C)=O.CCOC(C)=O.CCOC(C)=O.ClCCl
- LUMO energy (eV) = 0.299
- ΔE to the lowest compared entry with this formula, charge and spin (kJ/mol) = 0.0
- gap between HOMO and LUMO (eV) = 10.1419

Each line ends with the Löwdin charge.
Cartesian coordinates (Å):
C1 -1.92119 3.49578 5.53188  -0.04
C2 -1.25998 4.64920 6.34939  -0.24
O1 -0.98289 4.34012 7.69810  0.01
C3 -0.28728 5.24488 8.43757  -0.53
O2 0.23389 6.28094 8.04877  0.11
O3 -0.04591 4.64533 9.63407  -0.01
C4 0.76828 5.34121 10.58804  -0.04
H1 -2.91273 3.29239 5.93633  0.08
H2 -1.14091 2.77444 5.77466  0.08
H3 -1.96967 3.66965 4.45694  0.07
H4 -1.92163 5.50799 6.46255  0.12
H5 -0.34412 5.07960 5.94435  0.12
H6 1.80034 4.99529 10.53060  0.09
H7 0.49043 5.26482 11.63925  0.09
H8 0.78976 6.35939 10.19952  0.08
C5 5.59000 7.56085 6.07836  -0.06
C6 6.44382 6.34642 5.60858  -0.17
O4 5.74673 5.10808 5.81576  0.04
C7 5.13647 4.49452 4.85862  -0.52
O5 4.85260 4.99400 3.72987  0.06
O6 4.78751 3.21816 5.29154  -0.02
C8 4.11685 2.30524 4.48974  -0.09
H9 4.62481 7.78501 5.62421  0.08
H10 6.26227 8.41671 6.13864  0.07
H11 5.31468 7.51522 7.13203  0.07
H12 7.26371 6.29775 6.32517  0.12
H13 6.89613 6.44369 4.62163  0.13
H14 3.12157 2.58640 4.14556  0.09
H15 3.92539 1.46153 5.15278  0.09
H16 4.68367 2.02078 3.60324  0.10
C9 -6.98432 -12.72292 -0.85212  -0.07
C10 -5.87173 -11.69118 -1.13002  -0.25
O7 -6.16207 -10.54075 -0.34464  -0.04
C11 -5.31916 -9.41225 -0.47477  -0.52
C12 -5.77030 -8.24575 0.34121  0.02
O8 -4.38206 -9.37366 -1.18833  0.13
H17 -6.56478 -13.71958 -0.98912  0.08
H18 -7.95129 -12.43639 -1.26563  0.08
H19 -7.17494 -12.60915 0.21503  0.07
H20 -4.92468 -12.19988 -0.94993  0.12
H21 -5.81796 -11.43921 -2.18913  0.12
H22 -6.84439 -8.06316 0.30786  0.09
H23 -5.14745 -7.46957 -0.10342  0.09
H24 -5.63645 -8.49826 1.39307  0.09
C13 6.91424 -0.40505 -1.12537  -0.05
C14 5.82675 -0.83769 -2.05624  -0.25
O9 5.74131 0.05069 -3.09854  0.04
C15 6.01766 -0.30569 -4.28512  -0.54
C16 5.89747 0.72113 -5.34819  0.01
O10 6.59587 -1.38197 -4.62921  0.03
H25 6.81850 -0.56470 -0.05139  0.08
H26 7.05823 0.66713 -1.25872  0.08
H27 7.85255 -0.89191 -1.39113  0.08
H28 6.03738 -1.84232 -2.42292  0.12
H29 4.85123 -1.05274 -1.62011  0.13
H30 5.18666 0.38345 -6.10240  0.09
H31 6.85600 0.89202 -5.83820  0.10
H32 5.47797 1.62483 -4.90611  0.08
C17 -5.59445 -6.26327 -8.79273  -0.06
C18 -4.71098 -5.05268 -8.45869  -0.24
O11 -4.70426 -4.75919 -7.09078  -0.03
C19 -5.66323 -3.97301 -6.54561  -0.44
C20 -5.16933 -3.54161 -5.15692  0.01
O12 -6.75020 -3.58108 -7.08499  0.04
H33 -6.55326 -6.13548 -8.29027  0.08
H34 -5.12186 -7.20142 -8.50184  0.07
H35 -5.68891 -6.39833 -9.87021  0.08
H36 -3.68190 -5.17136 -8.79783  0.12
H37 -5.08008 -4.22486 -9.06413  0.12
H38 -5.01379 -4.39933 -4.50252  0.08
H39 -5.80921 -2.86130 -4.59495  0.08
H40 -4.13893 -3.21109 -5.28781  0.08
C21 0.37130 4.49818 -0.92089  -0.04
C22 0.47630 2.91292 -0.88722  -0.24
O13 -0.75943 2.33732 -1.08063  0.01
C23 -0.78616 1.03857 -0.76149  -0.52
C24 -2.19810 0.44086 -0.72052  0.02
O14 0.11957 0.30674 -0.40616  0.08
H41 -0.18885 4.92751 -0.09022  0.07
H42 -0.09760 4.76007 -1.86939  0.07
H43 1.34236 4.98553 -1.00831  0.07
H44 1.18286 2.59736 -1.65488  0.13
H45 0.88750 2.63443 0.08307  0.12
H46 -2.30119 -0.49704 -1.26625  0.08
H47 -2.97174 1.15032 -1.01421  0.08
H48 -2.29735 0.06640 0.29832  0.09
Cl1 0.66194 6.41931 -6.48570  0.52
C25 1.60364 7.85132 -6.27224  -1.07
Cl2 3.10897 7.28946 -5.54699  0.49
H49 1.76147 8.35043 -7.22832  0.03
H50 1.12207 8.57341 -5.61287  0.03

***

Entry from the Open Molecules 2025 dataset: a structure of composition C49H46ClF3I2N3O8P3S3Y in a non-equilibrium geometry (ωB97M-V with the def2-TZVPD basis set).

Properties
- E_HOMO (alpha / beta) (eV) = -3.51 / -3.54
- total charge = -2
- 2S+1 = 2
- electronic energy (eV) = -170714.031
- LUMO energy (alpha / beta) (eV) = 3.258 / 2.416
- ΔE to the lowest compared entry with this formula, charge and spin (kJ/mol) = 0.0
- gap between HOMO and LUMO (alpha / beta) (eV) = 6.7671 / 5.9517

Each line ends with the Mulliken spin population.
Cartesian coordinates (Å):
Y1 -0.61382 -2.26029 -2.40191  0.03
O1 3.12733 -2.43549 0.23801  0.00
C1 2.04103 -2.62498 -0.30936  0.00
N1 1.62672 -2.37041 -1.55736  0.00
C2 2.59793 -1.67967 -2.37418  0.00
C3 2.30951 -1.74108 -3.83866  0.00
C4 3.30601 -1.52056 -4.79152  0.00
C5 3.05985 -1.64705 -6.14247  0.00
C6 1.76372 -2.00674 -6.53618  0.01
C7 0.83353 -2.21217 -5.54515  0.01
N2 1.08095 -2.03694 -4.21854  0.00
C8 0.96429 -3.30433 0.48787  0.00
C9 1.19732 -3.75551 1.74357  0.00
C10 0.14713 -4.28367 2.49912  0.00
C11 -1.04410 -4.50736 1.88661  0.00
C12 -1.21222 -4.04636 0.56769  0.00
N3 -0.27665 -3.38385 -0.07008  0.00
H1 3.67596 -1.96400 -2.20928  0.00
H2 2.57441 -0.64546 -2.09495  0.00
H3 4.31504 -1.24915 -4.46056  0.00
H4 3.77599 -1.43878 -6.89984  0.00
H5 1.40519 -2.15621 -7.53314  0.00
H6 -0.20771 -2.55978 -5.78732  -0.01
H7 2.20163 -3.59828 2.12601  0.00
H8 0.37068 -4.47932 3.55116  0.00
H9 -1.95534 -4.99460 2.33651  0.00
H10 -2.13724 -4.11028 0.11788  0.00
C13 -7.23918 -2.14957 -2.33500  0.00
C14 -5.86155 -2.57343 -2.81636  0.01
O2 -4.86091 -1.81882 -2.14211  -0.01
P1 -4.40500 -2.02045 -0.59882  0.01
S1 -2.52627 -1.25529 -0.51459  0.00
S2 -4.69962 -3.84068 0.05269  0.00
O3 -5.47708 -1.05636 0.15321  0.00
C15 -5.32624 0.10017 0.93271  0.00
C16 -6.41947 1.06720 0.43898  0.00
H11 -7.97254 -2.22597 -3.17135  0.00
H12 -7.16712 -1.07082 -2.02155  0.00
H13 -7.67399 -2.79273 -1.56459  0.00
H14 -5.64713 -2.42766 -3.88083  -0.01
H15 -5.62762 -3.63468 -2.64790  0.00
H16 -4.31063 0.50307 0.85576  0.00
H17 -5.44816 -0.17917 1.99321  0.00
H18 -6.16273 1.45883 -0.55173  0.00
H19 -6.53832 1.95386 1.10864  0.00
H20 -7.39287 0.58111 0.36538  0.00
F1 1.07251 -6.50167 -5.58035  0.00
C17 0.35139 -6.68843 -4.44477  0.00
F2 0.50759 -7.98610 -4.01150  0.00
F3 -0.90493 -6.61402 -4.73377  0.00
S3 0.88333 -5.57630 -3.09743  0.00
O4 2.22143 -5.18714 -3.49255  0.00
O5 0.73398 -6.33825 -1.89010  0.00
O6 -0.10236 -4.45138 -3.20268  -0.03
I1 -2.93240 -3.08367 -5.49041  0.44
I2 -3.47007 -1.16584 -8.46937  0.53
C18 0.22350 1.10215 3.48702  0.00
P2 0.38263 0.80996 1.64798  0.00
C19 2.19049 0.75233 1.59311  0.00
C20 2.90901 -0.22652 2.34523  0.00
C21 4.29248 -0.31694 2.33044  0.00
C22 5.08967 0.53214 1.52647  0.00
C23 4.34777 1.41057 0.73634  0.00
C24 2.97215 1.55805 0.75335  0.00
C25 0.00642 2.41771 0.83322  0.00
C26 0.70641 3.64017 0.99507  0.00
C27 0.39523 4.71899 0.17466  0.00
C28 -0.66566 4.63387 -0.70432  0.00
C29 -1.41593 3.47619 -0.79079  0.00
C30 -1.07276 2.37365 -0.03185  0.00
P3 0.31300 2.75764 4.21786  0.00
C31 2.07835 3.13731 4.31379  0.00
C32 2.40733 4.47594 4.25797  0.00
C33 3.71061 4.93143 4.53704  0.00
C34 4.72763 3.99534 4.72727  0.00
C35 4.39904 2.62711 4.74572  0.00
C36 3.06071 2.19812 4.64742  0.00
C37 -0.03609 2.21329 5.95446  0.00
C38 -1.21971 1.48225 6.29448  0.00
C39 -1.54251 1.19078 7.60346  0.00
C40 -0.70182 1.55522 8.62973  0.00
C41 0.46325 2.16495 8.32539  0.00
C42 0.79831 2.50991 7.02003  0.00
H21 1.01428 0.42280 3.90696  0.00
H22 -0.73737 0.65787 3.75072  0.00
H23 2.30903 -0.89723 2.91187  0.00
H24 4.80604 -0.99731 2.99727  0.00
H25 6.16212 0.50488 1.58392  0.00
H26 4.95437 2.05036 0.12123  0.00
H27 2.54101 2.24080 0.05939  0.00
H28 1.56667 3.60166 1.67771  0.00
H29 0.97270 5.60812 0.25919  0.00
H30 -0.84247 5.44713 -1.39250  0.00
H31 -2.31943 3.39147 -1.39232  0.00
H32 -1.63180 1.46315 -0.17564  0.00
H33 1.64057 5.19293 3.97814  0.00
H34 3.93238 5.97976 4.53285  0.00
H35 5.72787 4.34255 4.84747  0.00
H36 5.18459 1.92282 4.88998  0.00
H37 2.87116 1.13499 4.72562  0.00
H38 -1.91929 1.25165 5.46004  0.00
H39 -2.41125 0.61856 7.80201  0.00
H40 -0.90962 1.28457 9.65540  0.00
H41 1.19314 2.38465 9.13001  0.00
H42 1.79801 2.93058 6.81756  0.00
Cl1 1.24458 5.90386 -4.59535  0.00
C43 0.78647 4.17732 -4.37323  0.00
C44 1.45646 3.52289 -3.34526  0.00
C45 1.02171 2.24245 -3.02008  0.00
C46 -0.10069 1.71730 -3.70335  0.00
C47 -0.75014 2.37456 -4.74158  0.00
C48 -0.29254 3.66535 -5.11970  0.00
C49 -0.59070 0.33976 -3.24167  0.00
O7 -1.54960 -0.28833 -3.77127  0.02
O8 0.07897 -0.12682 -2.25861  -0.01
H43 2.33970 3.91158 -2.90366  0.00
H44 1.55244 1.60304 -2.33416  0.00
H45 -1.62766 1.92847 -5.20783  0.00
H46 -0.82243 4.35671 -5.72841  0.00